{"formula": "C22H23NO4S", "method": "ωB97M-V/def2-TZVPD", "symbols": ["C", "H", "H", "H", "C", "C", "C", "C", "C", "C", "C", "H", "H", "H", "H", "S", "O", "O", "C", "C", "C", "C", "C", "C", "O", "N", "H", "C", "H", "C", "C", "C", "C", "C", "C", "C", "H", "H", "H", "H", "H", "H", "H", "H", "O", "H", "H", "H", "H", "H", "H"], "coordinates": [[1.414, 2.241, 1.974], [2.487, 2.397, 2.046], [1.007, 2.177, 2.980], [0.964, 3.091, 1.465], [1.134, 0.945, 1.210], [1.581, 1.088, -0.213], [2.861, 0.774, -0.649], [3.249, 0.966, -1.964], [2.357, 1.489, -2.880], [1.072, 1.803, -2.469], [0.696, 1.611, -1.154], [-0.311, 1.847, -0.843], [0.357, 2.191, -3.178], [2.658, 1.637, -3.906], [4.260, 0.709, -2.240], [4.101, -0.056, 0.352], [5.405, 0.261, -0.165], [3.901, 0.117, 1.766], [3.805, -1.857, -0.037], [2.399, -2.168, 0.235], [1.776, -2.701, 1.334], [0.394, -2.659, 1.060], [0.262, -2.096, -0.186], [-0.909, -1.722, -1.004], [-0.833, -0.975, -1.959], [-2.069, -2.301, -0.604], [-2.079, -2.874, 0.223], [-3.337, -1.961, -1.201], [-3.837, -2.873, -1.542], [-4.244, -1.205, -0.219], [-3.584, 0.060, 0.254], [-2.999, 0.132, 1.510], [-2.381, 1.295, 1.937], [-2.334, 2.400, 1.105], [-2.903, 2.333, -0.157], [-3.524, 1.171, -0.578], [-3.971, 1.126, -1.560], [-2.866, 3.191, -0.812], [-1.854, 3.308, 1.437], [-1.939, 1.339, 2.922], [-3.035, -0.726, 2.168], [-4.469, -1.850, 0.634], [-5.181, -0.973, -0.728], [-3.107, -1.332, -2.064], [1.485, -1.802, -0.679], [-0.386, -2.989, 1.717], [2.250, -3.070, 2.220], [4.060, -1.961, -1.087], [4.488, -2.414, 0.596], [1.665, 0.134, 1.705], [0.062, 0.734, 1.225]], "mulliken_charge": [-1.515, 0.393, 0.420, 0.308, 0.265, -0.042, 0.436, -0.746, -0.709, -0.539, 0.077, 0.285, 0.428, 0.392, 0.534, 1.355, -0.731, -0.616, -0.952, 0.610, -1.380, -0.143, 0.470, 0.334, -0.676, -0.042, 0.225, -0.769, 0.409, -1.352, 0.470, -0.102, -0.692, -0.141, -0.811, -0.109, 0.392, 0.426, 0.411, 0.353, 0.344, 0.410, 0.392, 0.401, -0.236, 0.521, 0.506, 0.393, 0.515, 0.512, -0.685], "homo_lumo_gap_ev": 9.405, "largest_force_ev_per_a": 1.23, "charge": 0, "e_above_lowest_ev": 0.2381}